[1]
{
  "formula": "C14H33GeO3PdTe",
  "method": "the ωB97M-V functional and the def2-TZVPD basis",
  "elements": ["Pd", "C", "C", "C", "C", "O", "Ge", "O", "C", "C", "C", "C", "O", "C", "C", "C", "C", "H", "H", "H", "H", "H", "H", "H", "H", "H", "H", "H", "H", "H", "H", "H", "H", "H", "H", "H", "H", "H", "H", "H", "H", "H", "H", "H", "C", "Te", "C", "H", "H", "H", "H", "H", "H"],
  "coordinates": [[-0.010651, 0.103964, 0.632996], [0.827749, 2.892864, 0.315896], [0.014449, 2.784564, -0.983804], [0.826149, 3.183164, -2.235004], [-1.191651, 3.764364, -0.997304], [-0.467651, 1.478064, -1.102704], [-0.002351, 0.005064, -2.450604], [-1.039751, -1.151036, -1.025704], [-2.404951, -1.365336, -0.953904], [-2.934751, -0.733036, 0.339796], [-2.656251, -2.912736, -0.966404], [-3.144651, -0.866336, -2.211604], [1.540849, -0.318336, -1.027704], [2.392949, -1.401136, -0.959004], [2.335749, -2.280036, -2.230004], [2.111449, -2.185536, 0.321896], [3.866249, -0.853936, -0.992704], [1.244049, 3.895464, 0.422696], [0.173449, 2.731264, 1.196096], [1.681849, 2.192364, 0.299696], [1.200449, 4.199664, -2.133204], [1.656749, 2.477564, -2.345704], [0.210149, 3.145164, -3.137404], [-0.829051, 4.783464, -0.883704], [-1.754051, 3.716964, -1.928604], [-1.873251, 3.503764, -0.184904], [-2.481851, -1.229436, 1.213496], [-2.720151, 0.351364, 0.341796], [-4.014251, -0.854336, 0.416896], [-2.101351, -3.366736, -0.146404], [-3.724051, -3.093436, -0.861904], [-2.326651, -3.368236, -1.898204], [-2.958251, 0.208564, -2.324704], [-2.797351, -1.380436, -3.113204], [-4.213951, -1.047436, -2.120504], [1.311949, -2.654836, -2.340304], [2.607949, -1.719636, -3.129104], [3.024949, -3.116936, -2.143804], [1.070749, -2.545336, 0.316096], [2.768349, -3.049036, 0.400696], [2.287849, -1.551336, 1.205596], [4.095249, -0.349536, -1.930404], [3.984249, -0.133836, -0.183004], [4.552849, -1.691036, -0.883404], [-1.633251, -0.148236, 4.704696], [0.004649, -0.359936, 3.342796], [1.598649, 0.126864, 4.684496], [-1.542151, -0.960636, 5.439096], [-2.590751, -0.237936, 4.191496], [-1.573751, 0.806964, 5.240296], [1.325749, 0.991964, 5.300896], [2.528149, 0.318164, 4.148296], [1.743149, -0.735836, 5.349196]],
  "atomic_forces_ev_per_a": [[0.096, 0.447, -0.932], [-0.351, -0.487, 0.200], [1.267, 1.664, -1.645], [0.034, -0.780, 0.473], [-1.126, -0.456, 0.711], [-0.672, -1.278, 0.267], [0.258, 0.498, 0.047], [-0.548, -0.009, 0.101], [0.374, 2.186, 0.987], [0.134, -0.296, -0.018], [0.196, -2.068, -0.238], [0.186, -0.125, -0.955], [0.109, -0.556, -0.209], [-1.944, -0.577, 0.980], [0.028, 0.181, -0.947], [0.210, 0.223, 0.025], [1.749, 1.167, -0.278], [-0.079, 0.067, -0.047], [0.233, 0.049, -0.119], [-0.201, 0.184, -0.004], [0.196, -0.080, -0.070], [0.323, 0.221, -0.104], [-0.054, 0.030, 0.110], [0.230, -0.016, 0.142], [0.182, -0.157, -0.082], [-0.004, 0.243, 0.062], [-0.148, 0.122, -0.166], [-0.063, -0.300, -0.055], [-0.038, -0.018, 0.037], [-0.004, 0.196, 0.130], [-0.139, 0.372, 0.072], [0.045, 0.166, -0.066], [-0.080, 0.034, 0.188], [-0.076, 0.024, 0.069], [0.006, 0.005, 0.120], [-0.025, -0.075, 0.165], [-0.003, -0.049, 0.084], [0.012, -0.008, 0.138], [0.253, 0.067, -0.059], [0.048, -0.051, 0.037], [0.010, -0.166, -0.201], [-0.184, -0.054, -0.037], [-0.177, -0.124, 0.136], [-0.258, -0.287, 0.084], [-0.355, -0.170, 0.389], [-0.039, 0.207, 1.557], [0.398, -0.059, 0.383], [0.173, 0.041, -0.219], [0.203, -0.003, -0.203], [0.293, -0.023, -0.311], [-0.267, -0.080, -0.304], [-0.202, -0.035, -0.209], [-0.209, -0.010, -0.212]],
  "lowdin_spin": [1.23, 0.06, 0.08, 0.01, 0.08, 0.46, 0.06, 0.48, 0.18, 0.02, 0.19, 0.09, 0.46, 0.19, 0.10, 0.02, 0.19, 0.01, 0.01, 0.00, 0.00, 0.00, 0.00, 0.01, 0.00, 0.00, 0.00, 0.01, 0.00, 0.01, 0.01, 0.00, 0.02, 0.00, 0.00, 0.02, 0.00, 0.00, 0.00, 0.00, 0.01, 0.00, 0.01, 0.01, 0.06, 0.76, 0.07, 0.01, 0.00, 0.01, 0.01, 0.00, 0.01],
  "e_homo_ev": [-22.97, -22.58],
  "lumo_ev": [-12.6355, -17.1467],
  "total_charge": 4,
  "largest_force_ev_per_a": 2.66,
  "multiplicity": 6,
  "homo_lumo_gap_ha": [0.3797, 0.1995]
}

---

[2]
{
  "formula": "C14H34AlBr5CaCl6F2O3P3",
  "method": "the ωB97M-V functional and the def2-TZVPD basis",
  "elements": ["C", "C", "C", "C", "C", "P", "Cl", "P", "O", "C", "Br", "C", "C", "Br", "P", "C", "O", "H", "H", "H", "H", "H", "H", "H", "H", "H", "H", "H", "H", "H", "H", "H", "H", "H", "H", "H", "H", "H", "H", "O", "H", "H", "H", "F", "Cl", "C", "C", "Cl", "H", "H", "H", "H", "Ca", "Cl", "C", "C", "Cl", "H", "H", "H", "H", "C", "Br", "Br", "Br", "H", "F", "Cl", "Al"],
  "coordinates": [[-7.064360, -2.092140, -1.365866], [-6.009581, -0.833456, -1.170647], [-5.088986, -1.108292, 0.204023], [-3.549902, -0.750931, -0.232468], [-3.520916, 0.914838, -0.389393], [-2.168469, -1.438993, 0.891326], [-3.545741, -1.499494, 2.563114], [-2.158968, -3.664161, 1.080418], [-2.473300, -3.939258, 2.638188], [-1.011916, -0.540369, 2.052988], [-2.085274, 0.997200, 2.864966], [0.383591, 0.089081, 1.585197], [1.182078, 0.480672, 3.012962], [0.187643, 1.922117, 0.704075], [-0.755451, -1.710325, -0.720570], [-0.905294, -0.403737, -2.095139], [-1.212116, -3.231401, -1.517917], [-7.537173, -2.035474, -2.438204], [-6.515635, -3.117477, -1.204571], [-7.920508, -1.924945, -0.560573], [-6.697864, 0.126097, -0.996533], [-5.359388, -0.600006, -2.113814], [-5.563398, -0.343967, 0.989851], [-5.290814, -2.230024, 0.465495], [-3.407496, -1.293267, -1.287477], [-4.021203, 1.113014, -1.455553], [-4.151416, 1.453327, 0.455189], [-2.419835, 1.296710, -0.481372], [-3.194884, -4.293716, 0.305737], [-0.828931, -4.218361, 0.865361], [-0.799465, -1.249264, 2.990825], [1.158986, -0.596065, 1.043373], [0.776887, 1.548615, 3.345541], [0.920596, -0.253277, 3.885062], [2.332039, 0.573651, 2.776797], [-0.246712, -0.804658, -3.008081], [-0.467814, 0.654738, -1.846015], [-1.976354, -0.238197, -2.535328], [-2.092200, -3.131232, -1.982654], [1.791616, -2.770629, 1.845777], [2.630210, -2.508018, 2.303892], [1.008195, -2.683876, 2.446540], [1.857110, -3.683485, 1.465583], [-5.756516, -3.562402, 0.851400], [2.010201, -0.185048, -3.378543], [3.271285, -0.529370, -2.168252], [3.663553, 0.710004, -1.380145], [4.538990, 1.894608, -2.382262], [4.130025, -0.965837, -2.687553], [2.862281, -1.285923, -1.492078], [4.333467, 0.432943, -0.560619], [2.789143, 1.208837, -0.950761], [-8.665474, 0.034659, -0.699816], [6.009113, 2.747391, 0.854464], [4.986866, 4.085668, 0.273330], [4.605871, 5.043383, 1.390767], [3.479684, 4.302929, 2.555818], [4.103292, 3.654075, -0.206916], [5.564021, 4.615796, -0.490033], [4.098793, 5.918613, 0.973620], [5.485195, 5.390516, 1.942207], [9.866255, 3.182212, -0.568307], [11.698305, 3.340889, 0.066289], [8.837323, 4.795935, -0.220062], [9.791394, 2.666354, -2.442413], [9.398286, 2.374795, 0.004502], [-1.474341, -2.053659, -3.495253], [-5.168070, 2.794031, -0.048937], [1.353471, -2.592962, -1.120554]],
  "atomic_forces_ev_per_a": [[0.507, 1.298, -0.945], [-0.124, -1.127, 0.429], [-0.293, 2.397, -1.696], [-3.180, 0.646, -0.825], [1.892, -0.888, -3.181], [-2.634, 0.260, 2.281], [-0.472, -0.391, -0.445], [-1.592, -3.140, 7.027], [1.951, 0.619, -5.271], [1.307, 0.995, 1.241], [1.265, -0.495, -0.268], [1.182, 0.685, 2.416], [-0.313, 1.009, -0.427], [0.485, -1.806, -0.074], [-1.607, 0.316, -4.876], [-0.049, 1.645, -0.486], [-0.093, 2.173, 2.986], [0.638, -0.228, 1.838], [-1.394, 1.863, 0.292], [1.505, -1.536, -0.894], [2.165, -0.681, -0.449], [-1.562, -0.491, 1.580], [1.644, -1.903, -1.263], [-0.167, -0.134, 0.514], [-0.098, 1.481, 1.907], [1.242, -0.511, 2.271], [0.814, -0.763, -0.187], [-2.142, -0.082, 0.464], [0.716, 0.562, -0.299], [-0.718, 0.554, -0.571], [-0.767, 1.226, -2.051], [-1.902, 1.327, 0.342], [1.055, -2.431, -0.622], [0.684, 1.109, -1.628], [-2.284, -0.200, 0.673], [-1.694, 0.357, 1.572], [-0.511, -2.000, 0.218], [2.108, -0.618, 1.031], [1.529, 0.214, -0.582], [0.073, -0.189, 0.620], [-0.196, -0.120, -0.001], [0.231, -0.127, 0.051], [0.075, 0.027, 0.127], [0.307, 0.582, -0.714], [0.297, -0.282, 0.022], [0.683, 0.906, -0.407], [0.111, 0.096, 0.171], [-0.271, -0.376, -0.002], [-0.182, 0.023, 0.101], [0.431, 0.162, 0.256], [0.007, -0.010, -0.116], [0.059, -0.077, -0.141], [-0.365, -0.097, -0.027], [-0.146, -0.239, 0.080], [-0.181, 0.374, -0.058], [0.298, 0.192, -0.314], [-0.089, -0.141, 0.061], [0.181, 0.104, 0.193], [-0.025, -0.053, 0.172], [0.066, -0.206, 0.013], [-0.197, -0.188, -0.078], [0.042, -0.273, 0.177], [-0.597, 0.019, -0.254], [0.347, -0.240, -0.160], [0.017, 0.197, 0.478], [0.189, 0.391, -0.260], [-0.619, -0.466, -1.005], [-0.503, 0.131, 0.110], [0.865, -1.431, -1.137]],
  "nbo_charge": [-0.65, -0.37, -0.45, -0.51, -0.59, 0.84, -0.24, 1.08, -1.01, -0.66, 0.16, -0.33, -0.67, 0.08, 0.52, -1.01, -0.96, 0.24, 0.38, 0.06, -0.01, 0.27, 0.22, 0.37, 0.27, 0.27, 0.28, 0.27, 0.10, -0.05, 0.30, 0.20, 0.29, 0.22, 0.25, 0.38, 0.28, 0.30, 0.55, -0.79, 0.60, 0.59, 0.59, -0.74, 0.01, -0.35, -0.42, 0.02, 0.27, 0.08, 0.24, 0.22, 1.93, -0.07, -0.39, -0.39, -0.08, 0.21, 0.24, 0.24, 0.24, -0.50, 0.14, 0.09, 0.11, 0.22, -0.70, -0.17, 0.88],
  "e_homo_ev": -13.97,
  "lumo_ev": -12.9540,
  "total_charge": 3,
  "largest_force_ev_per_a": 7.86,
  "homo_lumo_gap_ha": 0.0374
}

---

> Number 2 is which compound?

C14H34AlBr5CaCl6F2O3P3